The following is a DFT calculation (ωB97M-V/def2-TZVPD) of C40H59N14SbSi3Zr as an isolated structure.

Calculated values
Total charge: 0
HOMO in eV: -7.8
Frontier orbital gap in eV: 7.42
Total energy in eV: -94752.7627
ΔE to the lowest compared entry with this formula, charge and spin in kJ/mol: 0.00
LUMO level in eV: -0.4

Geometry as XYZ:
```
118
Properties=species:S:1:pos:R:3:forces:R:3
Zr -0.509817 -0.308995 0.763599 0.8 0.6 1.1
C 0.227548 2.586542 4.046605 0.0 -0.1 -0.1
N -1.008191 2.147227 3.380772 0.0 0.0 0.0
C -1.900930 3.300789 3.303493 0.0 0.0 -0.2
C -1.558624 1.046139 4.137680 0.2 0.0 0.0
C -2.456426 1.295852 5.162651 -0.1 0.0 0.2
C -2.902768 0.287191 6.003971 0.0 0.0 0.0
C -2.422812 -0.996201 5.819772 0.0 0.0 0.0
C -1.538388 -1.265155 4.784394 -0.1 -0.2 0.0
C -1.112645 -0.272361 3.907092 0.3 0.5 -0.1
N -0.250225 -0.563097 2.805484 -0.2 -0.6 -0.3
C 0.607137 -1.714234 3.007308 0.1 0.5 0.5
C 0.113650 -3.001870 2.813204 0.0 0.0 0.0
C 0.857338 -4.119376 3.153462 0.0 -0.1 0.0
C 2.134913 -3.963138 3.658400 0.1 0.0 0.1
C 2.651623 -2.688243 3.845119 -0.1 -0.1 0.1
C 1.899061 -1.555851 3.557149 -0.1 -0.1 -0.1
N 2.404161 -0.261545 3.896227 -0.1 0.2 0.1
C 2.282048 -0.022364 5.336706 0.0 0.0 -0.1
C 3.765611 -0.009491 3.446099 -0.1 0.1 0.0
H 0.549416 3.533695 3.616455 0.1 0.0 -0.1
H 0.057174 2.760914 5.116828 0.0 0.0 0.0
H 1.004612 1.837560 3.921175 0.1 -0.1 0.0
H -2.869111 2.996070 2.916327 -0.1 -0.1 0.0
H -2.033927 3.797142 4.272299 0.0 0.1 0.0
H -1.457176 4.039066 2.628712 0.0 0.0 0.0
H -2.815704 2.303720 5.327667 0.0 -0.1 0.0
H -3.600487 0.512985 6.800801 0.0 0.0 0.0
H -2.740265 -1.804427 6.467183 0.0 0.0 0.0
H -1.202472 -2.284673 4.647372 0.0 0.1 0.0
H -0.883419 -3.113407 2.414642 -0.1 0.0 0.0
H 0.442707 -5.109391 3.007947 0.0 0.0 0.0
H 2.729621 -4.831765 3.917573 0.0 0.0 0.0
H 3.647871 -2.569715 4.257601 -0.1 0.0 0.0
H 2.936996 -0.688879 5.918564 0.0 0.0 0.0
H 2.564554 1.009068 5.557351 0.0 0.0 0.0
H 1.252446 -0.177231 5.660903 0.0 0.0 0.0
H 4.527213 -0.569202 4.010074 0.0 0.0 0.0
H 3.858723 -0.262204 2.392203 0.0 0.0 0.1
H 3.983639 1.054036 3.567074 0.0 0.0 0.0
C 2.043858 -0.414220 -3.691575 0.0 0.0 0.0
Sb 0.358861 -1.147185 -2.562752 0.3 0.0 -0.3
C 1.324506 -1.028097 -0.511235 -0.4 0.1 -0.6
C 2.011183 0.256525 -0.291141 0.1 -0.1 0.0
C 3.282461 0.629831 -0.757852 0.1 -0.1 -0.1
C 3.829534 1.836276 -0.387912 0.0 0.0 0.0
C 3.094619 2.700717 0.421199 0.1 0.1 0.0
C 1.840251 2.304482 0.812457 -0.2 0.0 0.0
N 1.314173 1.121551 0.483262 0.1 -0.2 0.0
Si 2.512907 -2.554065 -0.542684 0.1 -0.2 0.3
C 1.911520 -4.235330 -0.004684 -0.2 -0.2 0.0
C 3.279844 -3.031876 -2.205467 0.0 0.2 -0.2
C 3.994004 -2.234453 0.582704 0.0 0.1 0.1
C -0.979099 0.553339 -3.282749 0.0 0.0 0.6
C -1.772047 1.123979 -2.152064 0.3 -0.1 -0.2
C -3.038354 1.688704 -2.326137 -0.1 -0.1 -0.1
C -3.533598 2.583440 -1.405017 -0.1 0.0 0.1
C -2.755405 2.930270 -0.307016 -0.2 0.1 0.0
C -1.605876 2.213585 -0.104632 0.1 -0.1 -0.2
N -1.136219 1.285680 -0.963099 -0.3 0.2 0.2
Si -0.107219 2.161262 -3.913794 -0.1 0.0 -0.1
C 1.094158 2.857270 -2.669110 0.2 0.0 0.1
C -1.385373 3.526813 -4.123459 -0.2 0.1 0.0
C 0.723812 1.988350 -5.585958 0.1 -0.1 -0.1
Si -1.970144 -0.227810 -4.713559 -0.1 -0.1 -0.1
C -2.765681 1.023518 -5.867313 -0.1 0.2 -0.1
C -3.361860 -1.336648 -4.172529 -0.1 -0.1 0.1
C -0.824827 -1.279641 -5.755825 0.2 -0.1 0.0
H 2.918312 -1.011033 -3.462375 0.0 0.0 0.0
H 2.264319 0.631671 -3.480083 0.0 -0.1 0.0
H 1.817659 -0.534193 -4.751852 0.0 0.0 0.1
H 3.814632 -0.046324 -1.414786 0.0 0.0 0.1
H 4.816081 2.119328 -0.736126 0.0 0.0 0.0
H 3.480151 3.664656 0.724626 0.0 0.0 0.0
H 1.218174 2.958373 1.400159 -0.2 0.1 0.2
H 1.494098 -4.776251 -0.860600 0.0 0.0 0.1
H 1.152850 -4.211017 0.764560 0.1 -0.1 0.0
H 2.785538 -4.784436 0.370294 0.0 0.1 -0.1
H 2.539399 -3.157119 -3.001411 0.1 -0.1 0.0
H 3.729709 -4.013917 -2.028951 0.0 0.1 0.0
H 4.071708 -2.369815 -2.566739 0.0 0.0 0.0
H 3.790971 -2.647195 1.576974 0.0 0.1 -0.2
H 4.288292 -1.192976 0.706669 0.0 -0.1 -0.1
H 4.853970 -2.771672 0.166083 -0.1 0.0 0.0
H -3.603841 1.451535 -3.218175 0.0 0.1 0.1
H -4.509331 3.032406 -1.543156 0.0 0.0 0.0
H -3.077400 3.675597 0.403777 0.0 0.0 0.1
H -1.028459 2.346961 0.805630 0.0 0.0 0.2
H 0.557118 3.439731 -1.916158 0.0 0.0 0.0
H 1.796690 3.528137 -3.179203 -0.1 0.0 0.1
H 1.674607 2.096433 -2.151760 0.0 0.1 0.0
H -1.515781 4.082793 -3.189223 0.0 0.0 -0.1
H -2.367811 3.166769 -4.430014 0.1 0.1 0.0
H -1.038460 4.231472 -4.887766 0.0 0.0 0.1
H 1.672323 1.451712 -5.551615 -0.1 0.1 0.0
H 0.926240 3.001438 -5.952157 0.0 -0.1 0.0
H 0.082393 1.494475 -6.320470 0.1 0.1 0.0
H -3.624539 1.528477 -5.411686 0.1 -0.1 -0.1
H -3.140940 0.467746 -6.735189 0.0 0.0 0.1
H -2.086382 1.794469 -6.237309 -0.1 -0.1 0.0
H -4.145659 -0.805059 -3.622633 0.1 -0.1 0.0
H -3.006804 -2.176005 -3.567545 -0.1 0.1 0.0
H -3.818090 -1.746989 -5.081866 0.0 0.0 0.1
H 0.083667 -0.755836 -6.065920 -0.1 -0.1 0.0
H -1.358884 -1.585676 -6.661315 0.0 0.0 0.1
H -0.530289 -2.189193 -5.221148 0.0 0.1 -0.1
N -3.569202 -1.405135 -0.858695 0.1 0.1 0.0
C -2.510190 -2.274520 -0.825096 0.0 0.0 0.4
N -2.404495 -3.344613 -1.574109 0.2 -0.2 -0.1
N -1.236007 -3.913656 -1.181024 -0.3 0.0 0.3
N -0.697003 -3.235762 -0.243643 -0.1 0.1 -0.3
N -1.470754 -2.143456 0.030829 0.0 -0.6 -0.8
C -3.731472 -0.503976 0.168035 0.1 -0.1 0.2
N -4.869394 0.078402 0.451527 -0.2 0.2 0.3
N -4.584913 0.850483 1.530387 0.1 -0.1 -0.1
N -3.354161 0.737165 1.860561 0.1 -0.1 -0.2
N -2.746601 -0.140549 1.003093 -0.5 0.3 0.0
H -4.416697 -1.745260 -1.283453 0.0 0.0 -0.1
```
Positions in Å, forces in eV/Å.